(1)
C49H39AlN6P2Se2 as an isolated structure, computed with wB97M-V/def2-TZVPD.

Calculated values
- Relative energy (zero: lowest compared OMol25 entry of this formula, charge and spin): 0.0 kJ/mol

CARTESIAN COORDINATES (ANGSTROEM)
Al 1.56 2.11 -0.16
Se -4.32 1.52 2.55
P -3.15 -0.16 2.15
C -2.80 -1.05 3.69
C -1.54 -1.00 4.28
C -1.36 -1.54 5.54
C -2.41 -2.14 6.21
C -3.68 -2.17 5.63
C -3.87 -1.61 4.38
C -4.01 -1.30 1.02
C -4.21 -2.66 1.26
C -4.96 -3.42 0.38
C -5.52 -2.83 -0.74
C -5.34 -1.48 -0.99
C -4.59 -0.72 -0.11
C -1.56 0.25 1.39
C -0.59 -0.30 0.50
N 0.28 0.70 0.31
N -0.12 1.77 0.96
N -1.22 1.54 1.60
P 0.07 -1.86 -0.17
Se 1.88 -1.58 -1.19
C -1.15 -2.59 -1.29
C -0.93 -3.91 -1.69
C -1.71 -4.47 -2.68
C -2.71 -3.71 -3.28
C -2.93 -2.40 -2.89
C -2.14 -1.83 -1.89
C 0.18 -3.01 1.23
C -0.94 -3.73 1.64
C -0.84 -4.62 2.69
C 0.38 -4.79 3.34
C 1.49 -4.06 2.94
C 1.39 -3.17 1.88
H -0.72 -0.54 3.75
H -0.38 -1.50 6.01
H -2.26 -2.56 7.20
H -4.51 -2.61 6.16
H -4.86 -1.59 3.93
H -3.80 -3.11 2.15
H -5.11 -4.47 0.58
H -6.12 -3.43 -1.42
H -5.80 -1.02 -1.85
H -4.47 0.35 -0.27
H -0.12 -4.47 -1.24
H -1.54 -5.49 -3.00
H -3.32 -4.14 -4.06
H -3.71 -1.81 -3.36
H -2.29 -0.80 -1.60
H -1.88 -3.59 1.12
H -1.71 -5.18 3.01
H 0.45 -5.49 4.16
H 2.44 -4.19 3.44
H 2.25 -2.61 1.54
C 3.22 2.60 -2.76
N 3.12 2.02 -1.42
C 4.15 1.42 -0.91
C 4.04 0.97 0.42
C 4.88 0.27 1.29
C 4.16 0.12 2.48
C 2.93 0.74 2.28
N 2.85 1.26 1.05
C 3.55 1.58 -3.83
C 4.81 1.55 -4.41
C 5.11 0.63 -5.41
C 4.14 -0.26 -5.83
C 2.88 -0.24 -5.25
C 2.59 0.67 -4.25
H 3.97 3.39 -2.76
H 2.25 3.05 -2.97
H 5.06 1.26 -1.48
H 5.87 -0.09 1.08
H 4.49 -0.38 3.38
H 2.10 0.82 2.97
H 5.56 2.26 -4.08
H 6.10 0.62 -5.85
H 4.36 -0.97 -6.62
H 2.12 -0.93 -5.59
H 1.60 0.69 -3.80
C 2.72 5.56 2.10
C 2.07 6.57 1.39
C 1.29 6.24 0.30
C 1.16 4.91 -0.09
N 1.82 3.95 0.60
C 2.56 4.27 1.66
C 0.31 4.44 -1.20
C -0.51 5.31 -1.93
C -1.32 4.80 -2.93
C -1.33 3.44 -3.18
C -0.51 2.59 -2.46
C 0.35 3.06 -1.47
H 3.33 5.78 2.96
H 2.18 7.60 1.69
H 0.77 7.02 -0.24
H 3.04 3.44 2.16
H -0.53 6.37 -1.73
H -1.95 5.47 -3.50
H -1.99 3.04 -3.95
H -0.53 1.52 -2.67

---

(2)
A 14-piece molecular cluster, C25H39BCl39NO4 overall, computed with wB97M-V/def2-TZVPD.

CARTESIAN COORDINATES (ANGSTROEM)
C 3.96 0.78 -0.66
O 4.64 1.80 -1.47
C 4.70 1.43 -2.90
C 4.42 2.75 -3.89
C 3.72 4.00 -3.03
C 3.24 5.22 -4.01
C 1.76 5.84 -3.67
C 1.38 5.90 -2.08
C 0.00 5.02 -1.74
C 0.11 3.45 -2.22
C -1.30 2.64 -1.90
N -1.41 1.32 -2.63
B -2.20 1.44 -3.92
C -1.81 2.35 -5.23
O -3.47 0.64 -4.01
C -0.07 0.64 -2.82
O 0.70 0.27 -1.75
O 0.45 0.29 -4.18
H 4.57 0.53 0.33
H 3.82 -0.25 -1.22
H 2.91 1.18 -0.29
H 3.91 0.63 -3.21
H 5.83 1.08 -3.10
H 3.68 2.45 -4.76
H 5.45 3.20 -4.31
H 4.55 4.46 -2.31
H 2.89 3.56 -2.34
H 3.17 4.77 -5.11
H 4.04 6.10 -4.09
H 0.87 5.32 -4.26
H 1.77 6.97 -4.07
H 1.06 7.03 -1.85
H 2.26 5.67 -1.34
H -0.28 5.02 -0.60
H -0.89 5.50 -2.37
H 0.44 3.33 -3.36
H 0.93 2.95 -1.52
H -2.17 3.41 -2.17
H -1.36 2.50 -0.72
H -0.85 3.01 -5.10
H -2.74 3.00 -5.50
H -1.58 1.58 -6.11
H -3.18 -0.32 -4.22
H 1.45 0.21 -4.16
C 3.53 -2.81 1.34
Cl 2.03 -2.34 0.53
Cl 4.94 -2.34 0.38
Cl 3.62 -2.08 2.96
H 3.54 -3.89 1.46
C 0.33 -1.99 4.78
Cl 0.23 -3.53 5.65
Cl -1.10 -1.77 3.75
Cl 0.49 -0.64 5.92
H 1.22 -2.01 4.14
C -4.06 6.08 -2.47
Cl -4.38 7.80 -2.73
Cl -2.81 5.50 -3.58
Cl -3.59 5.78 -0.79
H -4.98 5.52 -2.67
C 1.42 -6.68 1.85
Cl -0.08 -6.22 1.04
Cl 2.83 -6.22 0.89
Cl 1.50 -5.95 3.47
H 1.43 -7.77 1.97
C 4.16 -7.03 6.50
Cl 5.53 -6.35 7.38
Cl 3.46 -8.40 7.39
Cl 2.93 -5.79 6.19
H 4.52 -7.40 5.53
C -3.29 -0.36 0.59
Cl -3.36 -1.80 1.62
Cl -4.80 -0.18 -0.33
Cl -2.99 1.09 1.58
H -2.47 -0.47 -0.11
C -8.38 -0.97 1.07
Cl -9.21 0.13 2.18
Cl -8.07 -2.53 1.85
Cl -9.33 -1.20 -0.41
H -7.42 -0.53 0.79
C -11.30 2.56 4.86
Cl -9.92 3.25 5.75
Cl -11.99 1.20 5.76
Cl -12.52 3.81 4.56
H -10.93 2.20 3.90
C 3.27 -2.79 -5.06
Cl 3.20 -4.24 -4.04
Cl 1.76 -2.62 -5.99
Cl 3.57 -1.35 -4.08
H 4.09 -2.91 -5.77
C -1.36 -7.62 5.74
Cl -2.12 -9.20 5.98
Cl 0.41 -7.76 5.81
Cl -1.87 -6.91 4.20
H -1.68 -6.95 6.55
C 3.16 -10.71 10.46
Cl 2.92 -12.41 10.05
Cl 1.98 -10.18 11.67
Cl 4.81 -10.44 11.04
H 3.01 -10.11 9.55
C -5.48 6.29 2.59
Cl -6.93 5.72 3.44
Cl -4.24 5.03 2.56
Cl -5.89 6.81 0.95
H -5.08 7.16 3.13
C 6.56 0.15 -6.76
Cl 7.11 1.51 -5.76
Cl 6.24 -1.27 -5.76
Cl 5.12 0.61 -7.69
H 7.36 -0.10 -7.47

---

(3)
A 2-piece molecular cluster, C4H8NO3 overall, computed with wB97M-V/def2-TZVPD.

Calculated values
- Net charge: -1
- Relative energy (zero: lowest compared OMol25 entry of this formula, charge and spin): 45.3 kJ/mol

CARTESIAN COORDINATES (ANGSTROEM)
O -1.15 0.83 -0.53
C -0.19 1.65 -0.42
O 1.00 1.38 -0.18
C -0.56 3.13 -0.60
H 0.11 3.62 -1.30
H -1.59 3.25 -0.92
H -0.42 3.62 0.37
C -0.63 -2.18 1.30
N -0.11 -1.58 0.24
C 1.20 -1.97 -0.26
O -0.14 -3.10 1.95
H -1.62 -1.78 1.57
H -0.45 -0.63 -0.04
H 1.88 -1.13 -0.17
H 1.12 -2.24 -1.31
H 1.52 -2.85 0.29

---

Number 1: LUMO 0.064 eV, frontier orbital gap 7.6 eV, electronic energy -7947.3644 Eh. Number 2: LUMO 0.117 eV, frontier orbital gap 9.5 eV, electronic energy -19303.7474 Eh. Number 3: LUMO 4.041 eV, frontier orbital gap 8.9 eV, electronic energy -437.7882 Eh.